{
  "formula": "C43H84NO14PS2",
  "method": "wB97M-V/def2-TZVPD",
  "e_lumo_ev": -0.631,
  "e_tot_ha": -3934.1474,
  "smiles": "C#CCCC[PH2](CCCSC(=S)N1CCOCC1)OC[C@H](C)C(C)C.CCOC(C)=O.CCOC(C)=O.CCOC(C)=O.CCOC(C)=O.CCOC(C)=O.CCOC(C)=O",
  "e_homo_ev": -8.4429,
  "elements": ["C", "C", "C", "C", "C", "P", "C", "C", "C", "S", "C", "S", "N", "C", "C", "O", "C", "C", "O", "C", "C", "C", "C", "C", "C", "H", "H", "H", "H", "H", "H", "H", "H", "H", "H", "H", "H", "H", "H", "H", "H", "H", "H", "H", "H", "H", "H", "H", "H", "H", "H", "H", "H", "H", "H", "H", "H", "H", "H", "H", "H", "O", "C", "O", "C", "C", "C", "H", "H", "H", "H", "H", "H", "H", "H", "O", "C", "O", "C", "C", "C", "H", "H", "H", "H", "H", "H", "H", "H", "O", "C", "O", "C", "C", "C", "H", "H", "H", "H", "H", "H", "H", "H", "O", "C", "O", "C", "C", "C", "H", "H", "H", "H", "H", "H", "H", "H", "O", "C", "O", "C", "C", "C", "H", "H", "H", "H", "H", "H", "H", "H", "O", "C", "O", "C", "C", "C", "H", "H", "H", "H", "H", "H", "H", "H"],
  "coordinates": [[0.93596, -1.97096, 4.39938], [-0.23439, -1.26409, 4.01156], [-1.56878, -0.44328, 3.42613], [-1.89298, -1.17640, 1.95838], [-3.42440, -0.89894, 1.42417], [-4.17174, -2.38692, 0.48105], [-3.58069, -1.77549, -1.22869], [-1.98038, -1.97111, -1.52529], [-1.43858, -3.51572, -1.43766], [-0.32881, -4.04384, -2.86133], [-0.59098, -5.93534, -2.93522], [-1.94772, -6.42336, -3.89330], [0.31173, -6.88302, -2.17757], [0.20460, -8.31360, -2.65662], [0.79083, -8.58487, -4.16719], [2.22185, -8.23847, -4.20601], [2.44356, -6.82966, -3.76442], [1.77501, -6.51286, -2.27629], [-4.86459, -2.91926, 1.99325], [-5.66816, -4.11687, 1.70154], [-5.06027, -5.42157, 2.55345], [-3.90763, -4.98592, 3.63577], [-4.63503, -6.64156, 1.54112], [-3.01974, -6.81108, 1.30230], [-5.16077, -8.04637, 2.28107], [1.88761, -2.66476, 4.39314], [-1.27680, 0.67787, 3.13980], [-2.47787, -0.47179, 4.16251], [-1.04712, -0.80464, 1.23671], [-1.83121, -2.34921, 2.17065], [-3.54624, 0.12059, 0.82991], [-4.08995, -0.76326, 2.40555], [-5.54716, -2.23580, -0.01322], [-3.58386, -3.69418, 0.33774], [-3.80137, -0.60822, -1.29014], [-4.28815, -2.27151, -2.03425], [-1.27865, -1.25850, -0.88279], [-1.80827, -1.62352, -2.65429], [-0.81803, -3.63854, -0.43862], [-2.31884, -4.31730, -1.36671], [-0.89475, -8.71500, -2.48267], [0.88735, -8.95952, -1.92025], [0.63547, -9.74029, -4.41139], [0.25189, -7.99134, -5.02075], [3.61665, -6.70839, -3.63301], [2.02310, -6.04542, -4.53439], [2.02662, -5.41696, -1.90348], [2.35505, -7.23302, -1.52131], [-5.70958, -4.38309, 0.56242], [-6.77717, -3.86665, 2.05130], [-5.99062, -5.81236, 3.19137], [-3.62705, -5.92643, 4.27779], [-4.30036, -4.17083, 4.40550], [-2.93069, -4.51911, 3.13927], [-5.13471, -6.59747, 0.47893], [-2.61888, -7.73357, 1.94371], [-2.88054, -7.15194, 0.16746], [-2.39171, -5.83463, 1.45063], [-4.56020, -8.26978, 3.27668], [-5.05500, -8.98830, 1.57485], [-6.30696, -7.87629, 2.53737], [-0.01385, 5.80771, 4.74570], [0.74874, 4.85120, 4.87357], [0.37480, 3.61998, 4.45893], [1.25282, 2.48215, 4.38672], [1.32971, 1.77300, 5.72432], [2.06557, 5.01247, 5.57337], [2.23703, 2.76689, 4.00233], [0.81768, 1.80278, 3.64602], [1.74766, 2.42070, 6.49994], [1.95179, 0.87643, 5.65020], [0.32954, 1.48164, 6.06089], [1.91119, 4.93489, 6.65296], [2.46343, 6.00543, 5.33645], [2.82173, 4.29949, 5.25686], [-3.19393, 1.11622, -6.11352], [-3.30037, -0.10436, -6.00551], [-2.20826, -0.89567, -6.09928], [-2.19293, -2.30322, -5.80036], [-2.62044, -3.11653, -7.00608], [-4.64957, -0.74361, -5.86139], [-2.78842, -2.52395, -4.90919], [-1.15703, -2.55420, -5.54847], [-3.64800, -2.88793, -7.30210], [-2.55196, -4.18715, -6.79295], [-1.98483, -2.88687, -7.86733], [-5.09557, -0.86978, -6.85162], [-5.28366, -0.08090, -5.26211], [-4.63082, -1.69723, -5.34123], [5.05669, 4.05766, 3.80060], [5.82329, 4.70505, 4.51196], [5.34937, 5.69336, 5.30336], [6.12279, 6.37687, 6.30606], [6.89850, 7.52874, 5.69823], [7.30397, 4.47466, 4.44659], [6.76307, 5.67903, 6.85431], [5.40541, 6.77260, 7.03289], [7.62022, 7.18002, 4.95440], [7.43912, 8.08066, 6.47248], [6.22063, 8.21667, 5.18274], [7.72033, 5.04490, 3.61181], [7.48032, 3.40667, 4.27726], [7.82895, 4.72694, 5.36367], [4.10147, 9.41426, 7.36462], [3.64836, 10.02163, 6.39580], [4.40144, 10.94360, 5.75509], [4.04239, 11.56643, 4.50852], [3.15202, 12.77074, 4.74274], [2.22583, 9.82006, 5.96506], [3.59981, 10.84170, 3.81830], [4.97906, 11.89809, 4.04791], [2.20733, 12.48723, 5.21493], [2.92888, 13.27483, 3.79805], [3.64067, 13.48265, 5.41570], [1.57316, 10.45467, 6.57060], [1.96070, 8.76972, 6.12903], [2.05421, 10.01491, 4.91014], [-6.44870, -2.98851, -7.41021], [-6.39796, -3.35047, -8.58462], [-5.27244, -3.16105, -9.30919], [-5.04266, -3.71292, -10.61816], [-5.62756, -2.81759, -11.69253], [-7.60877, -3.92194, -9.26073], [-5.40721, -4.74276, -10.68184], [-3.95606, -3.76242, -10.74607], [-6.71308, -2.72837, -11.59525], [-5.40065, -3.21068, -12.68768], [-5.21863, -1.80533, -11.61134], [-8.23946, -3.10448, -9.62041], [-8.16791, -4.51261, -8.52666], [-7.37724, -4.59691, -10.07994], [8.25025, 3.30750, 1.79480], [7.79715, 3.91487, 0.82598], [8.55023, 4.83683, 0.18527], [8.19118, 5.45966, -1.06130], [7.30080, 6.66398, -0.82708], [6.37462, 3.71329, 0.39524], [7.74860, 4.73493, -1.75152], [9.12785, 5.79133, -1.52191], [6.35612, 6.38047, -0.35489], [7.07767, 7.16807, -1.77177], [7.78946, 7.37589, -0.15412], [5.72195, 4.34791, 1.00078], [6.10949, 2.66296, 0.55921], [6.20300, 3.90815, -0.65968]],
  "atomic_forces_ev_per_a": [[-8.1, 4.7, -3.7], [7.5, -4.3, 2.1], [1.3, -0.4, -0.9], [-0.2, -0.7, 1.0], [0.1, 1.3, 1.7], [-0.9, 1.7, -0.1], [0.6, 0.9, -1.0], [0.4, 0.3, -1.9], [-0.8, -0.7, 2.1], [-0.3, -1.2, 0.8], [-0.9, -1.3, 0.0], [2.6, 0.7, 2.1], [-0.5, 1.9, -3.5], [-0.2, -1.7, 0.5], [-0.7, -0.1, 0.1], [-1.2, 1.5, 0.9], [0.1, 0.4, 0.8], [2.1, -0.5, 0.7], [-0.8, -1.6, -1.3], [-0.3, -0.3, 1.5], [-1.0, 0.4, 0.0], [0.0, 0.2, 0.3], [0.5, -1.4, 1.1], [-0.1, -0.9, -1.1], [-0.4, 0.3, -0.4], [-2.6, 1.9, 0.2], [-0.5, -2.4, 1.1], [2.0, -0.1, -1.4], [-1.8, -1.0, 1.3], [0.2, 2.6, -0.6], [0.5, -2.3, 1.0], [1.4, -0.4, -2.2], [1.0, -0.1, 0.3], [0.0, 0.7, 0.0], [0.4, -2.4, 0.1], [1.7, 0.7, 1.3], [-1.7, -1.6, -1.2], [-0.3, -0.6, 2.3], [-1.3, 0.2, -2.0], [1.8, 1.9, -0.4], [2.3, 1.0, -0.7], [-1.4, 1.5, -1.6], [0.7, 2.5, 0.6], [0.8, -0.9, 1.8], [-2.6, -0.3, -0.5], [0.8, -1.6, 1.2], [-0.9, -2.2, -1.1], [-1.4, 1.5, -1.6], [0.1, 0.5, 1.9], [2.3, -0.7, -0.8], [2.1, 0.8, -1.3], [-0.4, 1.7, -1.3], [0.6, -1.7, -1.8], [-2.2, -1.2, 1.0], [0.7, 0.2, 2.2], [-0.7, 2.3, -1.2], [-0.1, 0.8, 2.4], [-1.2, -2.0, -0.1], [-1.2, 0.6, -2.1], [-0.2, 2.0, 1.4], [2.4, -0.6, -0.5], [1.1, -1.9, 0.0], [-1.0, 1.3, 0.1], [-0.4, 0.4, -0.4], [0.2, -0.1, 0.2], [0.0, 0.1, 0.2], [0.5, 0.2, -0.3], [-0.1, 0.1, 0.1], [-0.1, 0.3, 0.1], [0.1, 0.0, -0.1], [-0.1, 0.1, 0.0], [0.1, -0.1, -0.1], [0.0, 0.0, -0.1], [-0.2, -0.2, 0.2], [0.0, -0.1, 0.1], [0.3, -2.2, 0.2], [-0.1, 1.7, -0.3], [0.3, 0.5, 0.2], [0.0, -0.2, -0.2], [-0.3, 0.1, -0.2], [-0.3, 0.1, 0.6], [0.0, 0.1, -0.1], [-0.2, 0.3, 0.0], [0.1, -0.1, 0.1], [0.0, 0.1, 0.0], [0.0, 0.0, 0.2], [0.1, -0.1, 0.2], [0.1, 0.0, -0.3], [0.0, -0.2, -0.3], [0.8, 1.3, 1.3], [-0.6, -0.6, -0.9], [-0.5, -0.5, -0.2], [0.2, 0.3, 0.1], [0.1, 0.0, -0.2], [0.2, -0.6, 0.4], [0.0, 0.0, -0.2], [-0.1, -0.2, -0.3], [0.0, 0.0, 0.1], [-0.1, 0.0, -0.1], [0.0, -0.1, 0.2], [0.0, -0.1, 0.1], [-0.1, 0.4, -0.3], [0.0, 0.3, 0.0], [-0.4, 1.2, -1.9], [0.4, -0.7, 1.5], [0.5, -0.4, 0.2], [-0.2, 0.2, 0.0], [-0.2, 0.1, 0.2], [-0.2, -0.6, -0.4], [0.0, 0.0, 0.2], [0.0, -0.2, 0.3], [0.1, 0.0, -0.1], [0.0, -0.1, 0.1], [0.0, -0.1, -0.2], [0.1, -0.1, -0.1], [0.0, 0.3, 0.2], [-0.1, 0.2, 0.0], [0.5, -0.6, -2.2], [-0.2, 0.7, 1.5], [0.2, -0.1, 0.6], [-0.1, 0.1, -0.2], [-0.2, 0.2, 0.0], [-0.3, -0.7, 0.1], [-0.1, 0.2, 0.1], [-0.2, 0.1, 0.3], [0.1, -0.1, -0.1], [0.0, 0.0, 0.1], [0.0, -0.2, 0.0], [0.1, -0.1, 0.0], [0.1, 0.4, -0.1], [0.0, 0.2, -0.2], [-0.4, 1.3, -1.9], [0.4, -0.9, 1.4], [0.5, -0.3, 0.2], [-0.2, 0.2, 0.0], [-0.2, 0.1, 0.2], [-0.2, -0.6, -0.4], [0.0, 0.0, 0.2], [0.0, -0.2, 0.3], [0.1, 0.0, -0.1], [0.0, -0.1, 0.1], [0.0, -0.1, -0.2], [0.1, -0.1, 0.0], [0.0, 0.3, 0.2], [0.0, 0.2, 0.0]],
  "mulliken_charge": [-0.52, -0.16, -0.13, -0.27, -0.68, 0.73, -1.05, -0.13, -0.32, -0.27, 0.01, -0.17, 0.13, -0.76, -0.21, -0.38, -0.26, -0.69, -0.42, -0.85, 0.38, -0.99, 0.26, -0.87, -1.29, 0.33, 0.18, 0.40, 0.21, -0.01, 0.35, 0.36, -0.03, -0.13, 0.35, 0.32, 0.14, 0.23, 0.30, 0.13, 0.32, 0.36, 0.29, 0.22, 0.31, 0.22, 0.31, 0.34, 0.36, 0.18, 0.31, 0.29, 0.31, 0.03, 0.31, 0.32, 0.17, 0.15, 0.27, 0.32, 0.35, -0.64, 0.62, -0.34, 0.09, -0.96, -0.34, 0.14, 0.08, 0.36, 0.28, 0.27, 0.25, 0.05, 0.12, -0.62, 0.81, -0.39, 0.20, -0.81, -0.75, 0.03, 0.28, -0.03, 0.32, 0.31, 0.07, 0.36, 0.27, -0.57, 0.78, -0.29, -0.44, -0.98, -1.05, 0.35, 0.37, 0.35, 0.37, 0.21, 0.17, 0.31, 0.41, -0.60, 0.83, -0.35, -0.37, -1.00, -0.95, 0.35, 0.33, 0.27, 0.36, 0.30, 0.26, 0.26, 0.33, -0.54, 0.86, -0.32, -0.41, -1.01, -1.20, 0.37, 0.33, 0.27, 0.37, 0.31, 0.27, 0.32, 0.35, -0.58, 0.76, -0.35, -0.39, -0.94, -0.94, 0.35, 0.31, 0.27, 0.35, 0.29, 0.20, 0.32, 0.37]
}